1.
C30H21N4O7SV | ωB97M-V/def2-TZVPD

Output
Multiplicity: 3
Frontier orbital gap (spin up / spin down): 5.86 / 6.01 eV
LUMO (spin up / spin down): 3.9 / 3.9 eV
<S²>: 2.013
Charge: -2
HOMO energy (spin up / spin down): -2.00 / -2.15 eV

Positions of all 64 atoms, in Å:
V  0.11  -0.22  0.00
O  1.99  0.54  0.15
C  2.71  1.16  1.00
C  4.02  1.60  0.63
C  4.84  2.27  1.50
C  4.42  2.55  2.81
C  3.16  2.14  3.19
C  2.30  1.46  2.32
C  0.99  1.08  2.80
N  0.09  0.48  2.11
N  -1.08  0.23  2.83
C  -1.94  -0.37  2.05
O  -1.76  -0.67  0.83
C  -3.26  -0.73  2.67
C  -4.22  -1.33  1.88
C  -5.46  -1.68  2.41
C  -5.74  -1.43  3.75
C  -4.77  -0.82  4.54
C  -3.54  -0.47  4.01
H  4.34  1.37  -0.38
H  5.83  2.58  1.17
H  5.07  3.08  3.50
H  2.80  2.35  4.20
H  0.73  1.32  3.83
H  -3.98  -1.52  0.84
H  -6.20  -2.15  1.78
H  -6.70  -1.70  4.16
H  -4.98  -0.62  5.59
H  -2.78  0.00  4.61
O  -0.85  3.40  -1.80
C  -0.44  2.27  -1.51
O  -0.74  1.57  -0.49
C  0.51  1.58  -2.46
C  0.92  2.14  -3.66
C  1.80  1.42  -4.45
C  2.23  0.17  -4.02
C  1.76  -0.32  -2.81
N  0.91  0.39  -2.06
H  0.55  3.12  -3.93
H  2.15  1.83  -5.39
H  2.92  -0.42  -4.60
H  2.04  -1.28  -2.41
C  -5.44  -2.94  -6.54
C  -5.07  -4.02  -7.52
O  -5.76  -4.33  -8.46
S  -3.59  -4.97  -7.22
C  -2.83  -4.15  -5.84
C  -2.99  -4.66  -4.55
C  -2.43  -4.01  -3.47
C  -1.70  -2.82  -3.64
C  -1.53  -2.34  -4.95
C  -2.08  -2.99  -6.03
C  -1.15  -2.13  -2.53
C  -0.68  -1.51  -1.58
H  -6.50  -2.73  -6.66
H  -4.88  -2.04  -6.78
H  -5.20  -3.20  -5.51
H  -3.57  -5.56  -4.41
H  -2.56  -4.39  -2.47
H  -0.95  -1.43  -5.09
H  -1.93  -2.61  -7.03
O  2.17  -2.39  -0.68
N  1.73  -2.70  0.42
O  0.81  -1.95  0.90

=====

2.
C3H7N2O2 | ωB97M-V/def2-TZVPD

Output
Frontier orbital gap (spin up / spin down): 7.54 / 7.55 eV
LUMO (spin up / spin down): -5.3 / -5.3 eV
Charge: +1
HOMO energy (spin up / spin down): -12.88 / -12.88 eV

Positions of all 14 atoms, in Å:
C  -1.99  -0.80  0.00
C  -0.83  0.08  -0.28
C  1.32  -1.56  -0.13
N  -1.92  -0.17  -1.22
N  -0.98  1.50  0.26
O  -2.59  -1.24  0.92
O  1.98  -1.18  1.02
H  1.90  -1.20  -1.05
H  0.72  -2.48  -0.14
H  -1.89  -0.41  -2.15
H  -0.19  2.02  -0.06
H  -1.11  1.48  1.27
H  -1.91  1.91  -0.08
H  1.83  -1.88  1.66

=====

3.
C57H126N8O19V2 | ωB97M-V/def2-TZVPD

Output
Multiplicity: 8
Frontier orbital gap (spin up / spin down): 4.01 / 6.13 eV
LUMO (spin up / spin down): -1.5 / -1.6 eV
<S²>: 15.780
Charge: +1
HOMO energy (spin up / spin down): -5.55 / -7.69 eV

Positions of all 212 atoms, in Å:
V  -1.56  2.49  -3.35
V  0.07  -2.89  3.23
C  0.59  1.07  1.48
C  0.29  -0.28  1.97
C  -0.58  -1.24  0.96
O  -0.94  -2.33  1.39
C  -0.74  -0.74  -0.37
C  -0.37  0.48  -0.69
C  0.30  1.45  0.26
O  0.64  2.67  -0.08
O  -0.61  0.75  -1.94
O  0.59  -0.82  3.02
H  1.17  1.66  2.16
H  -1.20  -1.47  -1.03
C  -7.12  -1.32  -0.19
C  -5.97  -1.87  0.74
C  -6.57  -2.69  1.93
C  -7.07  -4.07  1.57
C  -5.98  -4.81  0.78
C  -5.14  -4.05  -0.39
N  -4.90  -2.69  0.09
O  -4.03  -1.98  -0.79
C  -3.81  -4.91  -0.60
C  -5.94  -4.22  -1.65
C  -5.44  -0.59  1.37
H  -7.79  -0.59  0.26
H  -7.75  -2.13  -0.57
H  -6.73  -0.81  -1.07
H  -5.81  -2.60  2.70
H  -7.41  -2.10  2.30
H  -8.02  -4.19  1.06
H  -7.36  -4.46  2.55
H  -6.40  -5.75  0.42
H  -5.22  -5.08  1.52
H  -3.90  -5.99  -0.55
H  -3.32  -4.64  -1.54
H  -3.16  -4.64  0.23
H  -6.16  -5.26  -1.88
H  -6.87  -3.65  -1.64
H  -5.36  -3.68  -2.41
H  -4.61  -0.82  2.04
H  -6.19  -0.04  1.93
H  -4.95  0.09  0.67
H  -3.27  -1.76  -0.24
C  -0.43  5.87  10.81
O  -0.37  6.06  9.37
C  -0.74  4.88  8.56
C  -2.24  4.50  8.59
N  -2.65  3.35  7.82
C  -2.51  3.49  6.38
C  -2.80  2.00  5.87
O  -2.76  1.94  4.50
C  -1.54  2.28  3.94
H  0.02  4.91  11.04
H  -1.47  5.72  11.11
H  0.02  6.66  11.42
H  -0.07  4.08  8.86
H  -0.43  5.15  7.55
H  -2.85  5.35  8.27
H  -2.49  4.29  9.63
H  -3.63  3.18  8.01
H  -1.46  3.68  6.19
H  -3.19  4.21  5.93
H  -3.81  1.68  6.13
H  -2.11  1.33  6.39
H  -1.42  1.88  2.94
H  -0.83  1.65  4.46
H  -1.28  3.34  3.89
C  -1.69  4.19  -6.24
O  -2.04  3.14  -5.40
C  -3.06  2.32  -6.02
C  -3.91  1.80  -4.86
N  -3.09  0.96  -3.99
C  -3.82  0.60  -2.75
C  -4.03  1.90  -1.81
O  -2.79  2.66  -1.60
C  -2.70  3.26  -0.31
H  -1.67  3.94  -7.30
H  -0.74  4.72  -6.13
H  -2.50  4.91  -6.20
H  -2.64  1.59  -6.71
H  -3.75  2.96  -6.58
H  -4.78  1.28  -5.28
H  -4.37  2.61  -4.30
H  -3.06  0.07  -4.48
H  -3.34  -0.23  -2.22
H  -4.70  -0.01  -3.00
H  -4.50  1.64  -0.87
H  -4.84  2.49  -2.25
H  -3.51  3.97  -0.12
H  -1.77  3.82  -0.22
H  -2.68  2.55  0.51
C  -2.78  -4.83  3.99
O  -1.58  -4.59  3.26
C  -1.17  -5.81  2.64
C  -0.32  -5.36  1.46
N  0.79  -4.59  1.93
C  1.61  -4.04  0.81
C  2.82  -3.30  1.35
O  2.55  -2.66  2.65
C  3.55  -1.97  3.24
H  -3.70  -4.69  3.42
H  -2.87  -4.16  4.85
H  -2.92  -5.82  4.43
H  -2.07  -6.28  2.25
H  -0.63  -6.37  3.41
H  -0.95  -4.87  0.72
H  0.11  -6.18  0.88
H  1.37  -5.24  2.43
H  0.97  -3.47  0.13
H  2.10  -4.86  0.30
H  3.14  -2.50  0.68
H  3.68  -3.91  1.62
H  3.06  -1.34  3.99
H  4.21  -1.44  2.56
H  4.07  -2.75  3.79
C  4.13  1.10  0.77
O  4.80  1.53  -0.41
C  4.07  2.39  -1.28
C  5.13  3.19  -2.04
N  5.74  2.42  -3.18
C  6.59  3.34  -3.94
C  7.55  2.62  -4.87
O  8.32  1.60  -4.25
C  9.44  1.13  -5.05
H  3.76  1.98  1.30
H  4.65  0.46  1.48
H  3.30  0.57  0.32
H  3.43  3.06  -0.70
H  3.48  1.82  -2.00
H  5.80  3.66  -1.31
H  4.57  4.05  -2.39
H  6.17  1.57  -2.86
H  7.17  4.08  -3.39
H  5.87  3.84  -4.59
H  8.22  3.35  -5.32
H  7.01  2.18  -5.71
H  10.12  0.57  -4.41
H  10.05  1.95  -5.41
H  9.02  0.57  -5.89
C  2.85  -6.92  3.26
O  2.34  -5.71  3.86
C  2.20  -5.61  5.29
C  1.78  -4.19  5.69
N  0.47  -3.78  5.31
C  0.11  -2.47  5.99
C  -1.38  -2.01  5.73
O  -1.61  -2.07  4.34
C  -2.87  -1.51  3.97
H  3.83  -7.14  3.67
H  2.97  -6.80  2.18
H  2.18  -7.76  3.49
H  3.08  -5.78  5.90
H  1.50  -6.38  5.60
H  2.63  -3.54  5.48
H  1.65  -4.19  6.77
H  -0.05  -4.45  5.86
H  0.86  -1.69  5.90
H  0.14  -2.60  7.08
H  -1.58  -1.05  6.21
H  -2.09  -2.68  6.21
H  -3.66  -1.79  4.67
H  -3.12  -1.86  2.97
H  -2.77  -0.43  3.98
C  1.79  -1.57  -2.32
O  2.46  -0.81  -3.34
C  3.87  -1.00  -3.28
C  4.53  -0.26  -4.47
N  4.21  -0.87  -5.79
C  5.09  -0.21  -6.79
C  4.67  -0.50  -8.27
O  3.42  0.15  -8.63
C  2.89  -0.35  -9.87
H  0.73  -1.48  -2.56
H  1.88  -1.05  -1.36
H  2.12  -2.60  -2.21
H  4.03  -2.07  -3.36
H  4.37  -0.72  -2.36
H  5.60  -0.35  -4.25
H  4.29  0.80  -4.44
H  3.22  -0.65  -5.84
H  6.08  -0.62  -6.61
H  5.02  0.87  -6.65
H  4.68  -1.58  -8.40
H  5.37  -0.18  -9.05
H  2.19  0.44  -10.16
H  2.19  -1.15  -9.62
H  3.66  -0.43  -10.64
C  3.37  6.41  -1.64
O  2.26  6.17  -2.44
C  1.12  5.98  -1.58
C  -0.06  5.41  -2.38
N  0.03  3.95  -2.66
C  1.20  3.78  -3.63
C  1.39  2.39  -4.18
O  0.18  1.93  -4.69
C  0.31  1.00  -5.80
H  3.25  7.31  -1.04
H  4.28  6.53  -2.22
H  3.58  5.64  -0.90
H  0.78  6.92  -1.15
H  1.34  5.32  -0.74
H  -0.26  6.02  -3.26
H  -0.89  5.55  -1.70
H  0.36  3.49  -1.82
H  2.10  4.02  -3.06
H  1.11  4.53  -4.41
H  1.81  1.74  -3.42
H  2.06  2.35  -5.04
H  0.49  1.43  -6.78
H  -0.59  0.38  -5.82
H  1.14  0.32  -5.61

=====

Electronic energy, respectively: -88268.2997, -10287.1433, -163332.8349 eV.